The following is a DFT calculation (wB97M-V/def2-TZVPD) of a structure of composition C33H37Cl15N5O2V in a non-equilibrium geometry.

The geometry in XYZ format:
```
93
Properties=species:S:1:pos:R:3:forces:R:3
O 1.167 3.070 -1.383 1.6 0.0 1.8
V 1.737 2.498 -0.013 -3.8 -3.2 -2.2
C -0.638 -0.972 1.217 0.5 -0.5 0.4
C -0.109 -0.344 -0.065 -0.9 -1.2 -1.2
C -1.320 -0.084 -0.954 -0.9 0.9 0.1
O 0.692 0.756 0.094 1.8 2.5 0.9
H -1.112 -1.939 1.018 -0.2 0.2 -0.4
H -1.365 -0.343 1.731 0.1 0.1 0.1
H 0.180 -1.281 1.872 0.0 0.5 0.2
H 0.430 -1.177 -0.566 0.4 0.3 0.0
H -1.152 0.519 -1.847 0.5 -0.2 0.0
H -2.062 0.503 -0.391 0.1 -0.1 0.1
H -1.856 -0.989 -1.248 0.3 -0.1 0.1
N 0.098 3.616 1.030 0.2 -0.2 0.7
C 0.133 4.922 1.299 1.1 0.7 -0.4
C -0.846 5.611 1.970 -0.5 0.0 0.4
C -1.991 4.926 2.352 0.1 -0.1 0.1
C -2.076 3.574 2.059 0.3 0.4 0.4
C -0.981 2.970 1.467 -0.7 -1.2 -0.6
H 1.023 5.446 0.960 -0.1 0.0 0.0
H -0.747 6.650 2.244 0.2 0.1 -0.3
H -2.759 5.443 2.912 -0.1 -0.1 -0.1
H -2.939 2.994 2.349 0.1 -0.1 -0.1
H -1.005 1.903 1.262 0.1 0.1 0.0
N 2.483 1.922 2.048 0.6 0.6 0.5
C 2.593 2.803 3.048 -0.4 0.6 -0.3
C 3.005 2.477 4.311 0.0 -0.2 0.6
C 3.340 1.159 4.589 0.5 0.4 -0.1
C 3.311 0.247 3.548 -0.2 0.0 0.6
C 2.861 0.673 2.321 -0.5 -0.7 -0.8
H 2.294 3.822 2.822 0.0 0.0 0.0
H 3.040 3.220 5.094 0.0 0.1 -0.1
H 3.695 0.928 5.585 -0.1 -0.3 0.0
H 3.561 -0.792 3.703 0.1 0.0 -0.1
H 2.708 -0.039 1.518 0.1 0.1 0.0
N 1.977 1.858 -4.179 0.4 0.2 -0.4
C 2.878 1.901 -5.173 0.3 -0.5 0.9
C 2.611 1.534 -6.471 -0.2 -0.2 -0.3
C 1.337 1.071 -6.774 0.2 0.1 -0.3
C 0.388 1.038 -5.775 0.2 -0.2 -0.2
C 0.759 1.471 -4.513 -0.7 -0.5 0.5
H 3.901 2.065 -4.843 -0.1 0.4 -0.2
H 3.383 1.519 -7.228 0.1 0.1 0.1
H 1.135 0.730 -7.782 -0.2 0.0 0.1
H -0.580 0.587 -5.936 -0.1 0.2 -0.1
H 0.026 1.372 -3.714 0.2 0.3 0.1
N -3.209 -4.883 -1.206 0.1 -0.4 -0.4
C -4.469 -5.162 -1.520 -0.2 0.6 -0.5
C -5.541 -4.637 -0.816 -0.4 -0.2 0.1
C -5.301 -3.861 0.301 -0.1 -0.6 0.3
C -3.989 -3.652 0.686 -0.2 1.3 -0.4
C -2.993 -4.134 -0.140 0.4 -0.2 0.4
H -4.620 -5.704 -2.448 0.0 -0.2 0.2
H -6.573 -4.808 -1.095 0.1 -0.2 -0.2
H -6.143 -3.532 0.897 0.1 0.3 0.0
H -3.763 -2.889 1.424 0.1 -0.4 0.4
H -1.946 -3.963 0.077 0.0 0.2 0.1
N 3.471 1.303 -0.728 -0.4 -0.2 -0.4
C 4.776 1.543 -0.617 0.3 1.5 0.2
C 5.732 1.035 -1.464 0.0 -1.0 0.3
C 5.334 0.096 -2.412 0.3 0.0 -0.5
C 3.996 -0.214 -2.530 -0.4 0.2 0.7
C 3.119 0.407 -1.656 -0.9 -0.3 -0.1
H 5.037 2.294 0.124 0.2 -0.2 0.1
H 6.780 1.235 -1.304 0.0 0.2 0.0
H 6.067 -0.360 -3.068 0.0 0.0 0.0
H 3.540 -0.903 -3.228 0.4 -0.1 -0.2
H 2.065 0.152 -1.684 0.0 0.2 -0.1
C 1.783 -3.530 -1.939 0.0 -0.4 -0.1
Cl 1.014 -2.685 -3.285 0.0 0.2 0.1
Cl 2.967 -4.694 -2.542 0.1 0.1 0.0
Cl 0.578 -4.352 -0.950 0.0 0.1 0.0
H 2.303 -2.816 -1.315 0.0 0.1 0.0
C -0.755 1.448 5.166 0.4 -0.1 0.4
Cl -2.471 1.790 5.119 -0.1 0.1 -0.1
Cl -0.408 -0.112 4.415 0.0 0.1 0.1
Cl -0.150 1.500 6.834 0.0 -0.1 -0.1
H -0.189 2.208 4.643 -0.2 0.1 -0.2
C -6.013 0.716 1.601 -0.3 -0.5 0.0
Cl -6.363 -0.760 2.521 0.0 0.1 0.0
Cl -4.922 0.356 0.277 0.3 0.1 -0.1
Cl -5.409 1.973 2.664 0.1 0.2 0.1
H -6.942 1.052 1.164 -0.1 0.1 0.1
C 1.035 -3.822 4.256 0.0 -0.2 -0.1
Cl 1.929 -3.373 2.787 0.0 0.0 0.0
Cl 1.451 -5.456 4.744 0.1 0.0 0.0
Cl -0.705 -3.675 4.017 0.1 0.1 -0.1
H 1.336 -3.140 5.039 0.0 0.0 0.0
C -2.860 -2.418 -3.600 -0.2 -0.2 0.0
Cl -1.905 -1.083 -4.246 0.0 0.0 -0.1
Cl -3.341 -3.533 -4.882 0.1 0.1 0.0
Cl -4.290 -1.817 -2.754 0.1 0.1 0.0
H -2.253 -2.977 -2.896 0.0 0.0 0.0
```
Positions in Å, forces in eV/Å.

Values from the calculation:
E_HOMO (alpha / beta) ... -0.414 / -0.414 Eh
F_max ... 5.427 eV/A
Multiplicity ... 2
Charge ... +1
Orbital gap (alpha / beta) ... 7.787 / 8.059 eV
Total energy ... -9550.63213 Eh
Expectation value of S² ... 0.78


The following is a DFT calculation (wB97M-V/def2-TZVPD) of a structure of composition C33H37Cl2N4O2PRu.

The geometry in XYZ format:
```
80
Properties=species:S:1:pos:R:3:forces:R:3
Ru 0.160 -1.249 0.049 -0.2 0.2 -0.1
C 1.160 -0.379 -5.386 0.0 0.0 0.0
C -0.133 0.053 -5.108 0.0 0.0 0.0
C -0.774 -0.367 -3.959 0.0 0.0 0.0
C -0.103 -1.219 -3.065 0.0 0.0 0.1
C 1.204 -1.640 -3.342 0.0 0.0 0.0
C 1.820 -1.232 -4.507 0.0 0.0 0.0
N -0.693 -1.639 -1.868 -0.1 0.1 0.0
C -1.970 -2.085 -1.820 0.0 0.0 0.0
C -2.783 -2.396 -2.938 0.0 0.0 0.0
C -4.062 -2.858 -2.739 0.0 0.0 0.0
C -4.575 -3.059 -1.449 0.0 0.0 0.1
C -3.781 -2.842 -0.333 -0.1 0.0 -0.1
C -2.497 -2.372 -0.529 0.1 0.0 0.1
N -1.556 -2.205 0.502 0.0 0.0 -0.1
N -1.764 -2.731 1.627 0.0 0.0 0.1
C -0.669 -2.608 2.477 -0.1 0.0 -0.1
C -0.731 -3.091 3.768 0.0 0.0 0.0
C 0.406 -2.971 4.560 0.0 0.0 0.0
C 1.541 -2.380 4.031 0.0 0.0 0.1
C 1.526 -1.910 2.725 0.0 0.0 -0.1
N 0.442 -2.030 1.958 0.1 0.1 0.2
H 1.654 -0.051 -6.291 0.0 0.0 0.0
H -0.639 0.724 -5.789 0.0 0.0 0.0
H -1.768 -0.007 -3.731 0.0 0.0 0.0
H 1.691 -2.335 -2.674 0.0 0.0 0.0
H 2.818 -1.583 -4.736 0.0 0.0 0.0
H -2.382 -2.308 -3.937 0.0 0.0 0.0
H -4.680 -3.097 -3.595 0.0 0.0 0.0
H -5.586 -3.424 -1.325 0.0 0.0 0.0
H -4.144 -3.043 0.665 0.0 0.0 0.0
H -1.642 -3.552 4.124 0.0 0.0 0.0
H 0.399 -3.343 5.576 0.0 0.0 0.0
H 2.445 -2.277 4.614 0.0 0.0 0.0
H 2.388 -1.430 2.281 0.0 0.0 0.0
Cl 4.614 -1.646 -1.963 0.0 0.0 0.0
C 4.073 -2.471 -0.495 -0.1 0.1 0.0
Cl 4.884 -1.851 0.949 0.0 0.0 0.0
C 2.571 -2.274 -0.366 -0.1 -0.2 0.0
O 1.783 -3.212 -0.439 0.2 0.0 0.0
O 2.155 -1.060 -0.185 0.1 -0.1 0.0
H 4.295 -3.527 -0.589 0.0 0.0 0.0
C -1.789 2.018 -1.391 0.0 0.1 0.0
C -1.550 2.053 0.118 -0.1 0.1 0.0
C -2.591 1.143 0.780 0.0 0.0 0.0
C -1.761 3.468 0.673 0.0 -0.1 0.0
P 0.161 1.388 0.513 -0.1 -0.2 0.0
C 0.347 1.725 2.292 0.1 0.0 0.0
C 0.947 2.892 2.774 0.0 0.0 0.0
C 0.992 3.157 4.133 0.0 0.0 0.0
C 0.436 2.266 5.040 0.0 0.0 0.0
C -0.177 1.111 4.578 0.0 0.0 0.0
C -0.217 0.845 3.218 0.0 0.0 0.0
C 1.532 2.237 -0.450 0.0 0.1 0.0
C 2.872 1.994 0.267 0.0 0.0 0.0
C 1.613 1.589 -1.841 0.0 0.0 0.0
C 1.331 3.745 -0.660 0.0 0.0 0.0
H -2.831 2.281 -1.589 0.0 0.0 0.0
H -1.618 1.018 -1.791 0.0 0.0 0.0
H -1.162 2.721 -1.938 0.0 0.0 0.0
H -3.583 1.551 0.576 0.0 0.0 0.0
H -2.476 1.093 1.862 0.0 0.0 0.0
H -2.572 0.131 0.369 0.0 0.0 0.0
H -2.775 3.785 0.416 0.0 0.0 0.0
H -1.074 4.199 0.259 0.0 0.0 0.0
H -1.674 3.483 1.759 0.0 0.0 0.0
H 1.365 3.619 2.095 0.0 0.0 0.0
H 1.456 4.069 4.484 0.0 0.0 0.0
H 0.474 2.476 6.101 0.0 0.0 0.0
H -0.631 0.419 5.276 0.0 0.0 0.0
H -0.720 -0.048 2.878 0.0 0.0 0.0
H 3.032 0.942 0.492 0.0 0.0 0.0
H 2.976 2.566 1.183 0.0 0.0 0.0
H 3.668 2.310 -0.410 0.0 0.0 0.0
H 1.909 0.545 -1.787 0.0 0.0 0.0
H 2.386 2.115 -2.408 0.0 0.0 0.0
H 0.683 1.676 -2.403 0.0 0.0 0.0
H 1.240 4.317 0.261 0.0 0.0 0.0
H 0.468 3.963 -1.287 0.0 0.0 0.0
H 2.214 4.117 -1.185 0.0 0.0 0.0
```
Positions in Å, forces in eV/Å.

Values from the calculation:
E_HOMO (alpha / beta) ... -0.501 / -0.533 Eh
F_max ... 0.247 eV/A
Multiplicity ... 5
Charge ... +2
Orbital gap (alpha / beta) ... 6.000 / 5.920 eV
Total energy ... -3005.27817 Eh
Relative energy (zero: lowest compared OMol25 entry of this formula, charge and spin) ... 0.00 kJ/mol
Expectation value of S² ... 6.09


The following is a DFT calculation (wB97M-V/def2-TZVPD) of a structure of composition C33H37ClO2RuSi2 in a non-equilibrium geometry.

The geometry in XYZ format:
```
76
Properties=species:S:1:pos:R:3:forces:R:3
C 3.396 -2.429 3.634 0.6 0.3 -0.2
C 3.155 -2.650 2.236 1.4 0.5 0.0
C 3.299 -1.384 1.558 1.9 -0.2 0.0
H 2.977 -3.607 1.763 -0.1 0.1 0.1
C 3.550 -0.367 2.565 2.0 -0.9 -0.1
C 3.619 -1.032 3.844 0.4 -0.4 -0.6
H 3.809 -0.556 4.799 0.0 -0.1 -0.2
H 3.419 -3.193 4.401 -0.1 0.2 -0.1
H 3.288 -1.228 0.487 0.0 0.1 0.2
H 3.731 0.683 2.376 -0.1 -0.2 0.0
Ru 1.569 -1.159 2.733 -3.2 -1.3 2.6
Si 0.415 -0.280 0.994 -1.5 1.3 -3.0
C -0.057 -1.623 -0.218 -0.1 0.0 0.2
C -1.305 -1.522 -0.845 -0.3 0.0 -0.1
H -1.978 -0.712 -0.562 0.3 -0.5 -0.2
C -1.691 -2.417 -1.837 0.0 -0.3 -0.1
H -2.659 -2.292 -2.328 0.3 -0.1 0.2
C -0.840 -3.462 -2.208 0.1 0.3 0.3
H -1.131 -4.146 -3.011 0.2 0.2 0.4
C 0.376 -3.612 -1.530 0.1 -0.1 0.1
H 1.034 -4.444 -1.777 -0.2 0.2 0.0
C 0.757 -2.715 -0.521 -0.1 -0.4 -0.5
H 1.688 -2.877 0.029 -0.3 0.0 -0.4
C 1.531 1.044 0.295 -0.3 -0.2 0.1
C 2.045 0.936 -0.998 0.5 0.4 0.0
H 1.784 0.073 -1.617 0.1 0.3 0.1
C 2.919 1.919 -1.475 0.0 -0.1 -0.1
H 3.342 1.812 -2.476 -0.1 0.1 0.2
C 3.267 3.016 -0.678 -0.1 -0.2 0.1
H 3.945 3.785 -1.062 -0.3 -0.4 0.2
C 2.746 3.118 0.618 -0.1 -0.1 0.1
H 3.028 3.954 1.262 -0.1 -0.2 -0.3
C 1.879 2.135 1.102 0.4 0.3 -0.3
H 1.494 2.196 2.125 0.0 0.1 -0.3
H -0.792 0.427 1.451 -0.3 0.0 0.3
Si -3.168 2.240 -2.144 -0.6 0.7 -0.4
C -2.004 3.577 -2.665 0.1 0.3 -0.1
C -1.652 3.719 -4.015 0.4 0.3 0.1
H -2.133 3.096 -4.775 0.2 0.2 0.3
C -0.674 4.649 -4.394 -0.1 0.1 0.2
H -0.404 4.748 -5.450 0.0 0.0 0.4
C -0.060 5.453 -3.424 -0.3 -0.2 0.0
H 0.718 6.162 -3.715 -0.3 -0.2 0.1
C -0.468 5.369 -2.083 -0.1 -0.1 -0.1
H -0.039 6.040 -1.333 -0.1 -0.3 -0.3
C -1.442 4.439 -1.708 0.3 0.2 -0.4
H -1.764 4.387 -0.666 0.2 -0.1 -0.3
C -3.289 0.985 -3.500 -0.2 -0.3 -0.2
C -2.183 0.197 -3.844 -0.1 -0.4 -0.3
H -1.229 0.333 -3.329 -0.3 -0.1 -0.1
C -2.289 -0.781 -4.841 -0.1 0.1 0.0
H -1.422 -1.410 -5.075 -0.4 0.3 0.1
C -3.498 -0.953 -5.530 0.1 0.2 0.2
H -3.582 -1.734 -6.295 0.0 0.4 0.3
C -4.587 -0.114 -5.247 0.2 0.0 0.0
H -5.514 -0.212 -5.825 0.4 0.0 0.3
C -4.483 0.848 -4.233 0.2 -0.3 -0.1
H -5.323 1.507 -4.012 0.1 -0.3 -0.1
H -4.495 2.748 -1.714 0.0 -0.1 -0.3
Cl -2.418 1.544 -0.369 0.1 0.0 0.5
C 0.573 0.120 5.420 -0.3 0.0 0.1
O 0.090 -0.664 4.312 -0.4 -0.2 1.4
C -0.878 -1.641 4.769 0.0 0.3 0.3
C -0.941 -2.796 3.783 0.3 0.2 -0.2
O 0.393 -3.286 3.500 -0.7 0.1 0.3
C 0.859 -4.247 4.463 0.0 0.2 -0.1
H 1.335 0.809 5.036 -0.3 -0.1 0.1
H 1.018 -0.547 6.178 -0.1 0.3 -0.2
H -0.289 0.647 5.853 0.4 0.1 0.0
H -0.574 -2.003 5.765 0.0 0.1 -0.3
H -1.831 -1.093 4.870 0.1 -0.5 -0.1
H -1.542 -3.612 4.217 0.0 0.3 -0.3
H -1.364 -2.448 2.823 0.2 -0.4 0.4
H 1.718 -4.744 4.002 -0.3 0.0 0.2
H 1.180 -3.758 5.403 -0.2 -0.2 -0.3
H 0.049 -4.967 4.663 0.4 0.1 0.0
```
Positions in Å, forces in eV/Å.

Values from the calculation:
E_HOMO (alpha / beta) ... -0.313 / -0.405 Eh
F_max ... 4.300 eV/A
Multiplicity ... 6
Charge ... +1
Orbital gap (alpha / beta) ... 6.601 / 5.880 eV
Total energy ... -2563.84065 Eh
Relative energy (zero: lowest compared OMol25 entry of this formula, charge and spin) ... 0.00 kJ/mol
Expectation value of S² ... 8.77


The following is a DFT calculation (wB97M-V/def2-TZVPD) of a structure of composition C33H37F2N6O2PtSSi2 in a non-equilibrium geometry.

The geometry in XYZ format:
```
84
Properties=species:S:1:pos:R:3:forces:R:3
Pt 0.502 1.036 0.089 -0.9 -2.6 -0.5
C -0.975 -0.355 -3.235 -0.1 0.1 -0.2
Si -0.975 -1.170 -1.552 -0.1 0.1 -0.1
C 0.648 -2.090 -1.626 0.2 0.0 0.2
C -2.443 -2.312 -1.453 -0.2 -0.1 0.1
C -1.380 0.242 -0.215 0.5 0.2 0.5
C -2.017 1.299 -1.068 -0.2 -0.6 0.3
C -3.303 1.339 -1.588 -0.1 0.0 0.0
C -3.598 2.363 -2.466 0.0 0.0 0.0
C -2.620 3.306 -2.789 -0.1 0.0 0.0
C -1.376 3.189 -2.206 0.0 0.0 0.1
N -1.104 2.184 -1.370 0.4 0.8 -0.1
Si -2.180 0.009 1.635 -1.2 1.8 0.0
C -1.543 0.221 3.415 0.4 -0.5 -0.1
C -3.834 -0.865 1.563 0.1 -0.6 -0.1
C -2.966 1.814 1.586 0.1 -0.2 -0.2
H -0.688 -1.110 -3.974 0.0 0.0 0.0
H -0.250 0.464 -3.297 0.0 -0.1 0.0
H -1.949 0.043 -3.528 0.1 0.0 0.0
H 0.496 -2.893 -2.355 0.0 0.1 0.0
H 1.004 -2.543 -0.710 0.0 -0.1 0.0
H 1.438 -1.436 -2.011 0.0 0.0 0.0
H -2.134 -3.316 -1.758 -0.1 0.0 0.0
H -3.226 -1.970 -2.136 0.0 0.0 0.0
H -2.872 -2.373 -0.452 0.0 0.0 -0.1
H -4.035 0.593 -1.305 0.0 0.0 0.0
H -4.585 2.432 -2.906 0.0 0.0 0.0
H -2.820 4.107 -3.487 0.0 0.0 0.0
H -0.580 3.898 -2.409 0.0 0.0 0.0
H -1.793 -0.679 3.985 -0.1 0.1 0.0
H -1.992 1.086 3.895 0.0 0.0 0.0
H -0.454 0.279 3.498 -0.1 0.0 0.1
H -3.790 -1.931 1.808 -0.1 0.1 0.0
H -4.321 -0.765 0.588 0.0 0.0 0.1
H -4.472 -0.367 2.297 0.0 0.0 0.0
H -2.233 2.620 1.448 -0.1 0.0 0.1
H -3.471 1.969 2.545 0.1 0.1 -0.1
H -3.728 1.939 0.810 0.0 0.0 0.1
F -0.168 4.256 4.118 0.0 0.0 0.0
C 0.256 4.130 2.862 0.0 -0.1 0.1
C 0.285 2.859 2.303 0.1 0.3 0.2
C 0.727 2.750 1.016 -0.1 0.2 -0.2
C 1.183 3.847 0.258 0.1 0.2 0.1
C 1.077 5.084 0.876 0.1 0.1 0.0
F 1.437 6.182 0.193 0.0 0.0 0.0
C 0.621 5.259 2.167 0.0 0.1 0.0
C 1.787 3.602 -1.058 -0.1 -0.1 0.2
C 2.468 4.503 -1.869 0.0 0.1 -0.1
C 3.040 4.037 -3.043 0.0 0.0 0.0
C 2.932 2.697 -3.389 0.0 0.0 0.0
C 2.235 1.864 -2.536 -0.1 0.1 0.1
N 1.682 2.317 -1.412 0.3 -0.4 -0.3
H -0.049 2.017 2.881 -0.1 -0.1 0.1
H 0.565 6.244 2.610 0.0 0.0 0.0
H 2.555 5.541 -1.590 0.0 0.0 0.0
H 3.576 4.724 -3.685 0.0 0.0 0.0
H 3.375 2.305 -4.295 0.0 0.0 0.0
H 2.101 0.809 -2.748 0.0 0.0 0.0
N 0.508 -7.565 -0.018 0.0 0.2 0.0
C 0.451 -6.286 0.456 0.0 -0.1 0.0
C 1.605 -5.643 0.925 0.1 0.0 0.0
C 1.561 -4.344 1.378 -0.2 0.0 0.1
C 0.355 -3.639 1.358 0.1 -0.1 -0.2
C -0.809 -4.278 0.920 0.1 0.1 -0.1
C -0.758 -5.581 0.475 -0.1 0.0 0.0
S 0.199 -2.006 1.985 -0.7 -0.2 0.0
O 0.551 -2.002 3.365 0.2 0.1 0.0
O -1.208 -1.699 1.618 0.5 -0.3 0.1
N 1.001 -0.863 1.142 1.0 0.8 -0.2
C 2.406 -0.832 1.156 -0.6 -0.1 0.2
N 2.872 0.253 0.558 0.5 0.9 -0.2
C 4.186 0.444 0.522 -0.1 0.0 0.0
C 5.058 -0.474 1.069 0.0 -0.1 0.0
C 4.473 -1.591 1.644 -0.1 -0.1 0.0
N 3.154 -1.780 1.696 0.1 0.0 0.0
H 1.348 -8.103 0.081 0.0 0.0 0.0
H -0.337 -8.067 -0.220 0.0 0.0 0.0
H 2.544 -6.184 0.945 0.0 0.0 0.0
H 2.450 -3.870 1.753 0.0 0.0 0.0
H -1.753 -3.757 0.937 0.0 0.0 0.0
H -1.668 -6.069 0.146 0.0 0.0 0.0
H 4.533 1.356 0.047 0.0 0.0 0.0
H 6.128 -0.331 1.052 0.0 0.0 0.0
H 5.081 -2.373 2.086 0.0 0.0 0.0
```
Positions in Å, forces in eV/Å.

Values from the calculation:
E_HOMO (alpha / beta) ... -0.388 / -0.388 Eh
F_max ... 2.758 eV/A
Charge ... +1
Orbital gap (alpha / beta) ... 6.497 / 6.497 eV
Total energy ... -3054.70218 Eh
Relative energy (zero: lowest compared OMol25 entry of this formula, charge and spin) ... 303.37 kJ/mol